[1]
Here is one molecule with the formula C8H8 at a distorted geometry from OMol25. Energies are from ωB97M-V/def2-TZVPD.

Energy relative to the best compared isomer or geometry (same formula, charge and spin) = 73.5 kJ/mol
Kohn-Sham gap = 10.103 eV
SMILES string = C=Cc1ccccc1
DFT total energy = -8424.25855 eV
LUMO level = 1.1 eV

Cartesian coordinates (Å):
1 C -1.82846 1.99961 -0.83966
2 C -1.46617 0.75077 -0.83842
3 C -0.30604 0.18579 -0.13476
4 C 0.71068 -0.25217 -1.04247
5 C 1.73495 -0.99743 -0.46611
6 C 1.74056 -1.36599 0.92862
7 C 0.67399 -1.01484 1.75014
8 C -0.31254 -0.17681 1.18835
9 H -2.66800 2.35450 -1.42454
10 H -1.40164 2.90553 -0.26904
11 H -2.04709 0.07233 -1.45490
12 H 0.69005 0.14870 -2.15494
13 H 2.64951 -1.21376 -1.03586
14 H 2.56134 -1.94067 1.29180
15 H 0.47188 -1.45862 2.69253
16 H -1.20302 0.00307 1.80926

=====

[2]
Here is CHClNOP as an isolated structure at a distorted geometry from OMol25. Energies are from ωB97M-V/def2-TZVPD.

Energy relative to the best compared isomer or geometry (same formula, charge and spin) = 204.5 kJ/mol
Kohn-Sham gap (spin up / spin down) = 8.180 / 8.179 eV
DFT total energy = -26400.38778 eV
LUMO level (spin up / spin down) = -1.7 / -1.7 eV

Cartesian coordinates (Å):
1 C 0.88939 -1.16616 -0.96177
2 N 0.88357 -0.12910 -0.37941
3 O 1.06260 -2.10194 -1.60219
4 P -1.01051 0.43056 0.96967
5 Cl -0.13046 1.69510 2.11626
6 H -1.69459 1.27154 -0.14256

=====

[3]
Here is C33H48BrN7PdS2SbSi3 as an isolated structure from OMol25. Energies are from ωB97M-V/def2-TZVPD.

Energy relative to the best compared isomer or geometry (same formula, charge and spin) = 4.3 kJ/mol
Multiplicity = 3
Kohn-Sham gap (spin up / spin down) = 7.342 / 6.749 eV
Net charge = +1
DFT total energy = -170791.84879 eV
LUMO level (spin up / spin down) = -1.8 / -3.5 eV

Cartesian coordinates (Å):
1 Pd -0.37459 0.33255 0.52107
2 N 3.36757 0.50282 0.01424
3 C 2.99773 0.08049 1.24344
4 N 1.75098 -0.07899 1.60809
5 C 1.67500 -0.50629 2.91614
6 C 2.85966 -0.68879 3.54490
7 S 4.15393 -0.29796 2.47869
8 C 0.35434 -0.75920 3.48426
9 C 0.10739 -1.15670 4.75177
10 S -1.57835 -1.39285 4.98324
11 C -1.84523 -0.92395 3.34518
12 N -0.76578 -0.60397 2.67634
13 N -3.10968 -0.87107 2.84408
14 H 2.67569 1.09772 -0.46711
15 H 4.33257 0.76247 -0.10458
16 H 3.04743 -1.03446 4.54654
17 H 0.80911 -1.32740 5.54938
18 H -3.82894 -1.35916 3.35161
19 H -3.18336 -0.93952 1.84088
20 C -3.57252 2.02843 1.37276
21 Sb -2.29696 2.12035 -0.34743
22 C -0.25310 2.45820 0.23042
23 C 0.49479 2.97816 -0.95855
24 C 0.08309 4.13434 -1.63556
25 C 0.82663 4.62404 -2.69248
26 C 1.98231 3.95729 -3.06953
27 C 2.33413 2.83554 -2.34446
28 N 1.62450 2.35781 -1.32205
29 Si 0.07884 3.47570 1.78326
30 C -0.69812 5.17715 1.61503
31 C 1.93740 3.65158 1.92524
32 C -0.57591 2.65924 3.33352
33 C -2.75907 0.53045 -1.88058
34 C -1.43621 0.08319 -2.44666
35 C -1.31068 -0.22402 -3.80692
36 C -0.10849 -0.66794 -4.31687
37 C 0.97300 -0.81721 -3.45977
38 C 0.78792 -0.51925 -2.12778
39 N -0.37614 -0.08144 -1.62969
40 Si -3.81218 1.61675 -3.09220
41 C -4.81530 0.66449 -4.36430
42 C -2.68887 2.79784 -4.01522
43 C -5.07443 2.60480 -2.10860
44 Si -3.68828 -1.05547 -1.35996
45 C -3.91802 -2.18046 -2.84593
46 C -5.37990 -0.67281 -0.64771
47 C -2.75360 -2.16290 -0.16044
48 H -3.55766 3.03626 1.78578
49 H -3.27049 1.31066 2.12480
50 H -4.58146 1.81425 1.02780
51 H -0.82084 4.63921 -1.32244
52 H 0.50665 5.51606 -3.21553
53 H 2.59494 4.29736 -3.89194
54 H 3.23415 2.28148 -2.59476
55 H -0.29408 5.71978 0.75862
56 H -0.49787 5.77737 2.50546
57 H -1.78335 5.11791 1.49560
58 H 2.37340 4.09671 1.02849
59 H 2.40745 2.67906 2.08461
60 H 2.19241 4.29104 2.77340
61 H -1.62455 2.36692 3.25804
62 H -0.48805 3.35614 4.17050
63 H 0.00977 1.77299 3.58013
64 H -2.16950 -0.12321 -4.45409
65 H -0.01689 -0.90058 -5.36996
66 H 1.93394 -1.16687 -3.80901
67 H 1.58495 -0.65325 -1.41062
68 H -4.24363 -0.00516 -5.00656
69 H -5.27396 1.41896 -5.01019
70 H -5.62970 0.09388 -3.91506
71 H -2.07693 2.29152 -4.76268
72 H -2.01585 3.33049 -3.34008
73 H -3.29570 3.54348 -4.53378
74 H -5.49054 2.05103 -1.26484
75 H -5.90765 2.85257 -2.77056
76 H -4.66844 3.54351 -1.72971
77 H -4.56276 -1.79092 -3.62950
78 H -4.37205 -3.10383 -2.47367
79 H -2.95946 -2.45478 -3.29181
80 H -6.02759 -0.14111 -1.34578
81 H -5.34865 -0.10300 0.28219
82 H -5.85914 -1.63053 -0.42723
83 H -2.26791 -2.95177 -0.73650
84 H -3.46147 -2.66678 0.50475
85 H -1.96322 -1.71253 0.43931
86 Br 0.32805 -7.45062 0.35763
87 C 0.45038 -5.57907 0.19639
88 C 0.81805 -4.80671 1.28367
89 C 0.88912 -3.43280 1.10755
90 N 0.61793 -2.81388 -0.03977
91 C 0.27379 -3.58372 -1.07076
92 C 0.17464 -4.96463 -1.01304
93 H 1.04612 -5.25516 2.23985
94 H 1.18327 -2.80270 1.93813
95 H 0.05648 -3.07236 -2.00345
96 H -0.10890 -5.53870 -1.88341

=====

> The lowest DFT total energy belongs to which entry?

C33H48BrN7PdS2SbSi3